The following is a DFT calculation (ωB97M-V/def2-TZVPD) of a structure of composition C48H132As6F36N9O9.

The geometry in XYZ format:
```
240
Properties=species:S:1:pos:R:3:forces:R:3:lowdin_charge:R:1
C -1.507 4.057 -3.722 -0.47 0.49 0.13 -0.038
C -0.964 4.460 -5.096 0.48 -0.51 1.22 -0.131
N 0.253 5.393 -5.002 -1.83 0.01 -1.00 -0.230
C 0.614 5.652 -6.435 1.85 0.78 -0.39 0.001
C -0.134 6.743 -4.387 -0.46 0.04 0.36 -0.137
C -1.366 7.383 -5.046 0.09 -0.59 0.01 -0.041
C 1.326 4.685 -4.183 0.23 0.32 -1.95 -0.054
C 2.729 5.175 -4.593 -0.43 -0.84 1.75 -0.216
O 2.816 6.565 -4.454 0.77 -0.69 -0.20 -0.197
C 4.135 7.045 -4.672 -0.08 1.13 -0.07 -0.080
H -0.901 3.389 -3.114 0.24 -0.12 -0.40 0.042
H -2.486 3.597 -3.856 0.06 -0.14 -0.06 0.084
H -1.683 4.913 -3.066 -0.07 0.14 -0.18 0.082
H -1.732 4.949 -5.683 0.14 0.03 -0.08 0.122
H -0.592 3.591 -5.637 -0.12 -0.01 -0.19 0.116
H 1.358 6.450 -6.392 0.23 -0.21 -0.12 0.107
H -0.136 6.062 -7.106 -0.78 -0.39 0.71 0.110
H 1.035 4.796 -6.957 -0.11 -0.33 0.42 0.095
H 0.740 7.385 -4.440 0.03 -0.11 -0.24 0.118
H -0.308 6.575 -3.324 -0.08 -0.16 -0.02 0.113
H -2.252 6.754 -4.962 0.06 -0.07 0.08 0.077
H -1.190 7.547 -6.107 -0.07 0.29 0.04 0.077
H -1.656 8.315 -4.567 0.44 0.11 0.04 0.093
H 1.338 3.643 -4.513 -0.37 -0.06 0.07 0.122
H 0.966 4.735 -3.160 0.62 0.31 0.22 0.111
H 3.023 4.719 -5.543 -0.31 0.71 -0.49 0.135
H 3.418 4.659 -3.906 0.05 0.21 0.27 0.128
H 4.033 8.118 -4.506 0.27 0.03 -0.26 0.097
H 4.493 6.856 -5.686 -0.16 -0.05 -0.07 0.100
H 4.909 6.708 -3.975 -0.38 -0.50 0.23 0.088
C 4.226 -2.002 3.162 0.45 -1.05 -0.05 -0.067
C 4.790 -1.323 4.426 -1.65 -0.95 -0.31 -0.148
N 4.969 -2.307 5.591 0.75 0.72 0.35 -0.245
C 3.661 -2.986 5.911 0.30 1.03 -0.03 0.023
C 6.052 -3.308 5.228 -0.50 -0.11 -0.09 -0.159
C 6.425 -4.302 6.317 0.44 0.66 0.19 -0.035
C 5.310 -1.473 6.845 0.39 -0.07 -0.40 -0.050
C 6.566 -0.608 6.711 0.11 -0.37 -0.06 -0.186
O 7.688 -1.454 6.566 -0.11 -0.47 -0.11 -0.211
C 8.833 -0.801 6.056 -0.22 0.88 -0.73 -0.072
H 4.016 -1.297 2.361 0.30 0.20 0.09 0.076
H 3.329 -2.615 3.230 -0.36 0.61 0.65 0.061
H 4.925 -2.772 2.827 0.42 0.51 -0.44 0.067
H 4.052 -0.611 4.793 0.14 0.20 -0.01 0.105
H 5.717 -0.823 4.165 0.19 -0.20 0.36 0.117
H 2.963 -2.186 6.150 -0.12 -0.12 -0.02 0.098
H 3.815 -3.586 6.801 -0.12 -0.34 -0.26 0.109
H 3.287 -3.480 5.024 0.11 -0.49 0.24 0.094
H 6.886 -2.723 4.853 0.11 -0.12 0.24 0.126
H 5.618 -3.836 4.380 0.07 -0.23 0.06 0.115
H 5.552 -4.808 6.724 0.17 -0.51 -0.34 0.080
H 6.956 -3.885 7.174 -0.13 0.48 -0.17 0.085
H 7.181 -4.947 5.870 -0.44 -0.52 0.01 0.101
H 5.448 -2.120 7.709 -0.23 -0.32 -0.21 0.143
H 4.391 -0.902 6.955 0.28 0.40 0.41 0.135
H 6.757 -0.027 7.616 -0.63 0.26 0.08 0.148
H 6.431 0.076 5.868 0.32 0.15 -0.02 0.105
H 8.709 -0.622 4.977 -0.06 -0.02 -0.04 0.086
H 9.740 -1.388 6.159 -0.21 -0.20 0.46 0.103
H 8.940 0.190 6.506 0.28 -0.13 0.23 0.098
C 1.174 0.042 0.210 -0.12 0.40 -1.14 -0.065
C 0.175 -0.872 -0.496 0.34 -0.35 -0.84 -0.154
N -1.136 -0.189 -0.896 0.69 -1.46 0.88 -0.197
C -1.939 -1.270 -1.566 -1.17 -0.16 -0.37 0.011
C -1.798 0.172 0.443 -1.47 1.12 -0.55 -0.141
C -3.206 0.771 0.191 1.26 -0.35 -0.57 -0.034
C -0.856 1.032 -1.794 -0.58 -0.48 1.56 -0.061
C 0.068 0.700 -2.934 -0.47 0.97 -0.28 -0.225
O -0.583 -0.203 -3.764 0.31 -0.02 0.20 -0.185
C 0.203 -0.493 -4.928 0.33 -0.85 1.04 -0.047
H 0.733 0.612 1.020 0.23 -0.22 0.25 0.035
H 1.518 0.756 -0.545 -0.05 0.24 0.18 0.073
H 2.096 -0.469 0.490 -0.33 -0.40 0.35 0.068
H -0.049 -1.801 0.026 -0.38 0.34 0.41 0.115
H 0.580 -1.250 -1.438 0.20 0.16 0.03 0.103
H -2.810 -0.872 -2.090 0.07 0.53 0.29 0.102
H -2.331 -1.941 -0.804 0.27 -0.05 0.09 0.085
H -1.424 -1.819 -2.352 0.67 0.17 0.46 0.081
H -1.181 0.951 0.882 0.08 -0.10 0.11 0.092
H -1.862 -0.692 1.100 0.41 -0.29 -0.32 0.101
H -3.874 0.033 -0.247 -0.07 0.08 -0.01 0.058
H -2.981 1.560 -0.523 -0.87 0.29 0.12 0.054
H -3.686 1.195 1.069 0.26 -0.02 0.13 0.064
H -0.470 1.743 -1.068 0.42 0.37 -0.33 0.106
H -1.834 1.411 -2.081 0.11 -0.20 -0.49 0.105
H 1.068 0.432 -2.565 -0.06 -0.60 -0.20 0.122
H 0.248 1.614 -3.518 -0.04 0.24 0.22 0.116
H 0.976 -1.202 -4.617 0.12 0.03 -0.18 0.076
H 0.696 0.416 -5.272 -0.45 -0.06 -0.68 0.070
H -0.479 -1.035 -5.573 0.34 0.58 -0.60 0.074
C -1.442 2.986 4.567 -0.75 0.04 -0.74 -0.018
C -2.651 2.273 5.183 1.32 0.05 0.84 -0.265
C -3.236 1.166 4.351 -0.46 -0.42 -1.48 -0.202
O -4.129 0.371 5.104 0.43 0.60 0.51 -0.173
C -4.705 -0.655 4.323 -1.28 0.30 -0.77 -0.073
N -2.175 1.563 6.437 0.23 -0.54 0.63 0.216
H -2.957 1.025 6.826 0.02 -0.05 -0.03 0.166
H -1.435 0.887 6.204 -0.20 -0.18 -0.33 0.127
H -1.760 2.137 7.172 -0.37 0.43 -0.17 0.174
H -1.853 3.797 3.964 0.28 0.01 -0.20 0.086
H -0.886 2.322 3.908 0.05 -0.01 0.04 0.057
H -0.760 3.453 5.278 -0.20 -0.12 0.27 0.092
H -3.371 3.021 5.511 -0.27 -0.27 0.03 0.162
H -2.498 0.512 3.872 0.53 0.14 0.51 0.102
H -3.707 1.595 3.458 -0.43 0.28 0.25 0.121
H -5.516 -1.125 4.878 0.48 -0.22 0.42 0.104
H -3.988 -1.363 3.914 0.10 -0.03 0.22 0.064
H -5.255 -0.197 3.488 0.34 0.01 -0.22 0.087
C -0.773 -5.385 1.164 0.25 0.90 0.78 -0.015
C -1.021 -5.804 2.610 -0.29 -0.60 -0.46 -0.292
C 0.249 -6.019 3.402 0.10 -1.37 1.15 -0.181
O -0.122 -6.470 4.705 -0.81 0.99 -0.22 -0.193
C 0.953 -6.701 5.562 0.08 -0.42 0.82 -0.108
N -1.993 -4.897 3.352 0.86 0.15 -1.07 0.253
H -2.731 -4.606 2.705 -0.43 -0.15 -0.14 0.108
H -2.414 -5.415 4.119 0.20 0.34 0.36 0.174
H -1.500 -4.043 3.616 -0.18 0.01 0.68 0.108
H -1.715 -5.304 0.625 0.17 -0.38 -0.33 0.084
H -0.041 -6.077 0.755 -0.44 -0.22 -0.40 0.100
H -0.285 -4.408 1.096 -0.07 0.08 0.16 0.071
H -1.575 -6.742 2.575 0.21 -0.18 0.10 0.162
H 0.938 -5.169 3.459 -0.25 0.29 -0.10 0.119
H 0.797 -6.893 3.032 0.07 0.40 -0.94 0.142
H 1.580 -7.532 5.219 0.18 0.25 -0.19 0.099
H 0.539 -7.020 6.520 -0.09 0.02 -0.09 0.100
H 1.534 -5.795 5.776 0.13 -0.01 -0.33 0.077
C -7.193 -1.291 -5.450 -0.22 -0.20 0.97 -0.043
C -5.775 -1.625 -5.902 -1.51 0.07 1.64 -0.319
C -5.091 -2.629 -4.982 1.07 -1.26 -0.40 -0.156
O -3.884 -3.033 -5.625 -0.26 0.11 0.01 -0.184
C -2.785 -2.193 -5.349 0.43 0.72 0.84 -0.094
N -5.849 -2.145 -7.302 1.79 -0.15 0.23 0.240
H -6.094 -1.356 -7.898 -0.43 -0.43 -0.40 0.183
H -4.900 -2.464 -7.548 0.08 0.17 -0.02 0.172
H -6.409 -2.993 -7.391 -0.60 0.41 -0.09 0.182
H -7.611 -0.389 -5.892 0.11 0.00 -0.05 0.093
H -7.170 -1.157 -4.366 0.22 0.53 -0.06 0.078
H -7.920 -2.106 -5.515 0.26 -0.21 -0.65 0.092
H -5.182 -0.712 -5.886 0.05 0.01 -0.41 0.142
H -5.593 -3.584 -4.795 -0.66 0.26 -0.46 0.145
H -4.874 -2.291 -3.964 -0.19 0.77 -0.22 0.138
H -2.529 -2.140 -4.282 -0.06 -0.76 0.01 0.070
H -2.970 -1.123 -5.521 -0.05 -0.14 -0.83 0.099
H -1.930 -2.586 -5.892 -0.06 0.19 -0.10 0.100
C 4.797 -2.311 -0.628 -0.34 -1.17 0.58 -0.039
C 5.037 -3.428 -1.636 0.03 1.06 -1.00 -0.304
C 5.899 -2.956 -2.835 -0.63 -1.05 0.61 -0.159
O 7.240 -2.866 -2.403 0.14 0.23 0.21 -0.197
C 7.766 -1.545 -2.231 -0.67 -0.01 -0.77 -0.054
N 5.768 -4.607 -1.050 -0.18 0.62 0.31 0.241
H 6.754 -4.320 -0.988 0.14 -0.15 -0.42 0.161
H 5.466 -4.818 -0.101 -0.28 -0.29 -0.16 0.167
H 5.651 -5.413 -1.667 0.11 -0.16 0.14 0.185
H 4.446 -1.430 -1.159 0.25 0.12 0.06 0.097
H 5.648 -2.140 0.032 0.14 0.38 -0.23 0.077
H 3.965 -2.648 0.000 -0.01 0.22 0.15 0.078
H 4.060 -3.738 -1.990 -0.07 -0.44 -0.19 0.112
H 5.408 -2.064 -3.226 0.50 0.29 -0.03 0.143
H 5.851 -3.713 -3.619 0.06 0.00 -0.11 0.145
H 7.394 -0.963 -3.077 0.26 0.28 0.10 0.099
H 8.849 -1.595 -2.286 -0.02 -0.07 0.20 0.100
H 7.406 -1.083 -1.309 0.19 -0.05 0.10 0.076
C -10.070 0.101 0.388 0.28 1.11 0.39 -0.006
C -8.568 0.490 0.392 -1.08 0.44 -1.18 -0.287
C -8.088 1.162 1.658 1.15 -0.90 0.36 -0.184
O -6.767 1.585 1.421 0.50 -0.58 -0.05 -0.212
C -6.268 2.611 2.253 -0.48 0.50 -0.63 -0.091
N -7.721 -0.712 0.040 -0.57 -0.15 0.49 0.234
H -7.002 -0.520 -0.669 0.71 0.31 0.53 0.107
H -7.394 -1.107 0.925 0.93 -0.13 -0.38 0.136
H -8.252 -1.479 -0.375 -0.36 0.23 0.01 0.163
H -10.559 0.836 -0.250 -0.22 -0.32 -0.18 0.092
H -10.526 0.256 1.367 0.12 -0.28 0.12 0.086
H -10.299 -0.906 0.050 0.12 0.00 -0.09 0.082
H -8.387 1.219 -0.399 0.05 -0.23 -0.21 0.137
H -8.028 0.371 2.423 -0.49 0.30 0.47 0.137
H -8.703 2.003 1.981 -0.38 -0.21 -0.15 0.147
H -6.805 3.517 1.957 0.19 0.25 0.42 0.105
H -5.217 2.750 2.005 -0.02 -0.05 -0.06 0.073
H -6.373 2.443 3.330 -0.14 -0.27 -0.01 0.091
C 2.708 1.963 2.928 -0.21 0.09 -0.12 -0.028
C 3.743 3.075 3.021 0.62 -0.58 0.33 -0.280
C 5.176 2.536 3.013 0.12 -0.77 0.42 -0.225
O 6.069 3.540 3.357 -0.69 1.16 0.11 -0.172
C 7.459 3.292 3.430 0.03 -0.51 -1.53 -0.060
N 3.609 4.055 1.873 0.01 -0.30 0.81 0.258
H 4.084 3.596 1.097 -0.27 0.41 -0.45 0.171
H 2.629 4.279 1.659 -0.40 -0.02 -0.36 0.111
H 4.046 4.960 2.059 0.32 -0.17 0.07 0.181
H 2.952 1.141 3.602 0.07 0.17 0.17 0.068
H 2.592 1.505 1.945 0.11 0.25 -0.15 0.073
H 1.742 2.368 3.226 -0.12 -0.18 -0.15 0.075
H 3.582 3.577 3.973 0.09 0.47 -0.21 0.163
H 5.383 2.010 2.067 0.19 0.43 -0.43 0.140
H 5.222 1.703 3.727 -0.11 0.07 0.36 0.114
H 7.684 2.454 4.092 0.13 0.18 0.22 0.083
H 7.991 4.213 3.649 -0.33 -0.01 0.66 0.103
H 7.807 3.064 2.413 0.11 -0.41 0.11 0.095
As 0.536 1.650 -8.342 -0.12 -0.58 -1.74 0.800
F -0.170 3.266 -8.423 0.08 -0.51 0.74 -0.279
F -0.331 1.180 -9.797 0.08 0.12 0.94 -0.269
F 1.280 0.062 -8.259 -0.30 0.76 0.11 -0.265
F 1.452 2.063 -6.858 -0.55 0.31 -0.50 -0.307
F -0.825 1.075 -7.358 0.71 0.54 -0.19 -0.287
F 1.776 2.272 -9.420 0.00 -0.36 1.11 -0.267
As 0.000 -1.436 3.982 -0.07 1.02 -0.17 0.834
F -1.681 -1.695 3.574 0.55 -0.31 0.01 -0.242
F -0.463 -0.652 5.498 0.19 -0.20 -0.36 -0.255
F 1.712 -1.125 4.392 -1.12 -0.10 0.10 -0.266
F 0.609 -2.147 2.519 -0.43 -0.14 0.30 -0.232
F -0.172 0.124 3.168 0.60 -0.66 0.59 -0.249
F -0.048 -2.992 4.788 0.50 0.46 -0.29 -0.241
As 1.148 -4.288 -3.318 -0.68 -0.84 -0.97 0.794
F 2.008 -2.782 -2.834 -0.01 -0.78 0.23 -0.299
F 2.464 -5.323 -2.758 0.25 0.81 0.30 -0.288
F 0.319 -5.774 -3.762 0.32 1.12 0.17 -0.251
F -0.191 -3.298 -3.839 0.32 -0.26 0.14 -0.241
F 1.909 -4.156 -4.881 -0.28 -0.02 0.78 -0.242
F 0.420 -4.361 -1.723 0.41 0.20 -0.03 -0.274
As -4.897 -3.478 0.731 -1.43 0.04 -2.59 0.798
F -3.793 -2.410 1.558 0.00 -0.33 0.02 -0.253
F -4.358 -4.832 1.717 0.01 0.51 0.00 -0.254
F -6.069 -4.449 -0.130 0.64 -0.06 0.68 -0.247
F -5.396 -2.158 -0.363 0.26 0.01 0.90 -0.282
F -3.713 -3.856 -0.508 0.06 -0.04 1.03 -0.252
F -6.191 -3.043 1.831 0.66 0.09 0.10 -0.257
As -5.622 1.786 -2.704 -2.01 1.58 -1.40 0.792
F -5.861 0.174 -2.027 0.49 -0.31 -0.16 -0.281
F -5.496 2.392 -1.078 0.50 -0.21 -0.49 -0.236
F -5.569 3.407 -3.374 0.49 -0.79 0.54 -0.250
F -5.873 1.182 -4.360 0.43 -0.24 0.90 -0.266
F -7.371 1.953 -2.602 0.27 -0.18 0.23 -0.270
F -3.915 1.562 -2.924 -0.18 -0.16 0.45 -0.238
As -0.215 4.699 0.601 -1.66 0.57 -1.79 0.795
F 0.736 4.070 -0.757 0.05 -0.25 0.67 -0.283
F -1.632 3.960 -0.107 0.59 -0.37 0.68 -0.241
F -1.157 5.283 1.949 0.66 -0.16 -0.55 -0.237
F 1.249 5.433 1.208 0.38 0.09 0.35 -0.263
F -0.559 6.091 -0.419 0.44 -0.48 1.07 -0.247
F 0.208 3.270 1.560 -0.07 0.13 -0.37 -0.277
```
Forces are in eV/Å.

Output
LUMO energy in eV: -6.1
Orbital gap in eV: 7.84
Charge: +3
2S+1: 1